# 1
ORCA calculation (ωB97M-V with the def2-TZVPD basis set) on CH2ClNO as an isolated structure at a distorted geometry.

Element x y z (Å)
C (0.920, 0.635, -0.101)
N (-0.134, -0.503, -1.088)
O (1.451, 1.476, -0.643)
Cl (-0.123, 0.272, -2.679)
H (0.720, 0.248, 0.972)
H (-1.082, -0.315, -0.793)

The calculation puts the total energy at -629.24448 Ha. As for the HOMO-LUMO gap (alpha / beta): 5.549 / 7.949 eV. The calculation puts the HOMO energy (alpha / beta) at -5.46 / -11.16 eV. As for the expectation value of S²: 2.012. The value obtained for the largest force on an atom is 10.7 eV/A. Its relative energy (zero: lowest compared OMol25 entry of this formula, charge and spin) is 61.14 kcal/mol. The multiplicity is 3.

# 2
ORCA calculation (ωB97M-V with the def2-TZVPD basis set) on an isolated molecule of C3H6NP at a distorted geometry.

Element x y z (Å)
C (0.263, 0.679, 1.023)
C (-0.323, -0.730, 0.881)
C (0.050, 0.649, -1.264)
N (0.474, 1.380, 0.038)
P (-0.398, -1.165, -0.944)
H (0.311, 1.200, 2.051)
H (0.110, -1.720, 1.392)
H (-1.332, -0.628, 1.358)
H (-0.905, 1.272, -1.516)
H (0.742, 0.723, -2.148)
H (1.008, -1.660, -0.872)

The calculation puts the total energy at -513.95576 Ha. As for the HOMO-LUMO gap: 10.520 eV. The calculation puts the HOMO energy at -9.55 eV. The value obtained for the largest force on an atom is 3.8 eV/A. Its relative energy (zero: lowest compared OMol25 entry of this formula, charge and spin) is 8.75 kcal/mol. Its SMILES is C1=NCPC1.

# 3
ORCA calculation (ωB97M-V with the def2-TZVPD basis set) on an isolated ion of composition C4H8N and charge +1 at a distorted geometry.

Element x y z (Å)
C (-0.620, 1.173, 0.917)
C (2.277, 0.327, -0.537)
C (1.015, -0.176, -0.359)
C (-1.502, -0.735, -0.272)
N (-0.426, 0.132, 0.167)
H (-1.627, 1.354, 1.251)
H (0.399, 1.534, 1.364)
H (2.694, 1.295, -0.223)
H (2.978, -0.315, -0.969)
H (0.917, -1.162, -0.793)
H (-1.120, -1.649, -0.642)
H (-2.055, -0.754, 0.597)
H (-2.144, -0.179, -1.085)

The calculation puts the total energy at -211.60448 Ha. As for the HOMO-LUMO gap: 9.499 eV. The calculation puts the HOMO energy at -15.11 eV. As for the charge: +1. The value obtained for the largest force on an atom is 4.7 eV/A. Its relative energy (zero: lowest compared OMol25 entry of this formula, charge and spin) is 41.81 kcal/mol. Its SMILES is C=C[N+](=C)C.

# 4
ORCA calculation (ωB97M-V with the def2-TZVPD basis set) on C12H35N5O12PZn as an isolated structure at a distorted geometry.

Element x y z (Å)
Zn (-0.586, 0.029, -0.278)
P (-2.763, -0.956, 0.644)
O (-2.942, -2.431, 0.256)
O (-3.927, -0.582, 1.525)
O (-2.519, -0.014, -0.629)
O (-1.359, -0.658, 1.383)
C (0.554, 0.879, -3.267)
O (0.044, 0.670, -2.182)
N (-0.195, 0.672, -4.388)
N (1.820, 1.418, -3.441)
H (0.139, 0.853, -5.316)
H (-1.084, 0.186, -4.259)
H (2.207, 1.336, -4.361)
H (2.372, 1.560, -2.620)
C (0.044, -3.024, -0.991)
O (-0.145, -1.815, -1.212)
N (1.126, -3.703, -1.545)
N (-0.804, -3.737, -0.224)
H (1.723, -3.179, -2.151)
H (1.247, -4.659, -1.283)
H (-1.757, -3.246, 0.020)
H (-0.782, -4.740, -0.176)
C (5.386, -1.257, 2.263)
O (4.052, -1.095, 1.877)
C (3.946, -0.511, 0.595)
C (2.561, -0.715, 0.038)
N (1.462, 0.145, 0.536)
C (1.753, 1.581, 0.482)
C (0.641, 2.378, 1.142)
O (-0.527, 2.063, 0.415)
C (-1.640, 2.884, 0.778)
H (5.975, -0.328, 2.300)
H (5.899, -1.956, 1.590)
H (5.386, -1.653, 3.278)
H (4.613, -1.019, -0.124)
H (4.323, 0.518, 0.668)
H (2.246, -1.746, 0.199)
H (2.563, -0.616, -1.056)
H (1.500, -0.111, 1.535)
H (1.932, 1.854, -0.559)
H (2.674, 1.872, 1.021)
H (0.926, 3.437, 1.074)
H (0.512, 2.147, 2.204)
H (-1.702, 2.987, 1.863)
H (-2.550, 2.395, 0.434)
H (-1.532, 3.851, 0.278)
C (-3.301, 1.195, -3.383)
C (-4.715, 1.356, -2.891)
O (-4.867, 1.166, -1.504)
O (-2.824, -0.133, -3.244)
H (-2.617, 1.854, -2.828)
H (-3.241, 1.424, -4.454)
H (-5.360, 0.624, -3.400)
H (-5.130, 2.339, -3.147)
H (-4.093, 0.696, -1.129)
H (-2.777, -0.285, -2.254)
C (0.137, -0.836, 4.339)
C (-0.536, 0.526, 4.354)
O (-1.827, 0.567, 3.785)
O (0.507, -1.214, 3.038)
H (-0.572, -1.564, 4.747)
H (1.048, -0.748, 4.937)
H (0.112, 1.312, 3.937)
H (-0.674, 0.749, 5.424)
H (-1.811, 0.107, 2.916)
H (-0.272, -1.096, 2.423)

The calculation puts the total energy at -3775.85781 Ha. As for the HOMO-LUMO gap: 5.586 eV. The calculation puts the HOMO energy at -3.82 eV. As for the charge: -1. The value obtained for the largest force on an atom is 3.3 eV/A.

# 5
ORCA calculation (ωB97M-V with the def2-TZVPD basis set) on a 3-piece molecular cluster, C16H35BN3O5 overall at a distorted geometry.

Element x y z (Å)
C (3.544, -0.452, 0.354)
C (4.093, 1.047, 0.726)
O (4.319, 1.292, 2.038)
N (4.341, 2.178, -0.245)
C (5.357, 1.791, -1.328)
C (3.030, 2.656, -0.905)
C (2.403, 3.899, -0.069)
C (1.157, 3.607, 0.921)
C (0.521, 2.107, 0.917)
C (-0.685, 1.840, -0.155)
C (-1.943, 1.027, 0.569)
C (-1.466, 3.089, -0.872)
O (-2.284, 2.381, -1.910)
B (-1.294, 1.430, -2.526)
O (-0.461, 1.012, -1.349)
H (4.419, -1.182, 0.035)
H (2.727, -0.332, -0.493)
H (2.978, -0.908, 1.295)
H (4.995, 0.885, -1.996)
H (6.376, 1.520, -0.773)
H (5.627, 2.740, -1.999)
H (3.389, 3.101, -1.953)
H (2.304, 1.781, -1.174)
H (2.137, 4.766, -0.840)
H (3.287, 4.352, 0.594)
H (1.535, 3.809, 2.036)
H (0.350, 4.467, 0.731)
H (1.306, 1.232, 0.774)
H (0.061, 1.929, 2.004)
H (-1.696, 0.685, 1.663)
H (-2.925, 1.698, 0.656)
H (-2.207, 0.027, -0.028)
H (-2.114, 3.758, -0.147)
H (-0.681, 3.711, -1.478)
H (-1.977, 0.505, -2.790)
H (-0.719, 1.800, -3.499)
C (1.644, -2.253, 3.287)
C (0.480, -2.604, 2.403)
O (-0.041, -1.785, 1.652)
N (0.002, -3.881, 2.452)
C (0.472, -4.980, 3.261)
H (1.912, -1.203, 3.138)
H (1.373, -2.395, 4.336)
H (2.509, -2.871, 3.030)
H (-0.782, -4.041, 1.829)
H (0.770, -5.790, 2.591)
H (-0.357, -5.318, 3.887)
H (1.316, -4.701, 3.893)
C (-6.386, -1.800, -2.011)
C (-5.568, -2.828, -2.743)
O (-6.059, -3.573, -3.588)
N (-4.240, -2.920, -2.445)
C (-3.483, -2.144, -1.494)
H (-7.423, -1.846, -2.355)
H (-6.368, -2.004, -0.937)
H (-5.997, -0.799, -2.216)
H (-3.757, -3.634, -2.979)
H (-2.680, -1.636, -2.034)
H (-3.047, -2.832, -0.765)
H (-4.096, -1.406, -0.976)

The calculation puts the total energy at -1195.84930 Ha. As for the HOMO-LUMO gap: 6.093 eV. The calculation puts the HOMO energy at -3.80 eV. As for the charge: -1. The value obtained for the largest force on an atom is 8.1 eV/A.